(1)
Molecular formula: C8H32O12
Method: DFT, ωB97M-V with the def2-TZVPD basis set

Geometry as XYZ:
```
52
Properties=species:S:1:pos:R:3:mulliken_charge:R:1
C 2.734 0.841 -1.831 0.137
C 3.945 1.664 -2.421 -0.693
O 4.067 1.532 -3.840 -0.552
O 1.557 1.299 -2.514 -0.483
H 2.649 0.923 -0.747 0.122
H 2.858 -0.229 -2.000 0.245
H 4.892 1.441 -1.929 0.369
H 3.872 2.732 -2.214 0.329
H 3.133 1.573 -4.057 0.343
H 0.803 0.737 -2.323 0.161
C 2.143 -2.017 2.181 -0.385
C 2.503 -0.506 1.913 -0.268
O 1.419 0.174 1.286 -0.312
O 2.417 -2.773 1.052 -0.603
H 1.108 -2.081 2.518 -0.015
H 2.765 -2.411 2.985 0.516
H 3.321 -0.433 1.198 0.218
H 2.703 -0.120 2.913 0.391
H 1.145 -0.410 0.575 0.021
H 3.276 -3.179 1.193 0.334
C -3.157 2.484 1.571 -0.521
C -1.626 2.876 1.530 0.183
O -0.974 2.933 2.763 -0.585
O -3.263 1.128 1.255 -0.540
H -3.578 3.081 0.762 0.333
H -3.703 2.965 2.382 0.382
H -1.481 3.883 1.139 0.425
H -1.137 2.193 0.837 -0.360
H -0.172 3.450 2.657 0.339
H -2.706 0.645 1.870 0.256
C -1.548 -2.337 1.517 0.173
C -1.799 -3.383 0.445 -0.391
O -2.614 -4.484 0.888 -0.542
O -2.816 -1.684 1.735 -0.530
H -0.721 -1.690 1.224 -0.187
H -1.169 -2.683 2.478 0.386
H -0.888 -3.838 0.057 0.368
H -2.303 -2.900 -0.392 0.229
H -2.477 -5.159 0.220 0.323
H -3.406 -2.347 2.103 0.312
O -1.457 0.752 -1.165 -0.564
H -1.988 0.812 -0.371 0.256
H -1.088 -0.132 -1.141 0.253
O -2.484 0.506 -3.685 -0.654
H -1.998 0.776 -2.906 0.386
H -3.314 0.979 -3.626 0.286
O -0.487 3.218 -1.692 -0.644
H -0.069 2.951 -2.510 0.303
H -0.796 2.400 -1.302 0.412
O 0.430 -1.736 -0.754 -0.376
H 1.077 -2.216 -0.237 0.173
H 0.401 -2.199 -1.592 0.239
```

Its largest force on an atom is 3.30 eV Å⁻¹. The structure (SMILES) is OCCO.OCCO.OCCO.OCCO.O.O.O.O. The calculation puts the HOMO energy at -10.0 eV. The LUMO energy is -0.086 eV. As for the energy above the lowest of the compared OMol25 structures with the same formula, charge and spin: 182.6 kJ/mol.


(2)
Molecular formula: C33H49ClO21
Method: DFT, ωB97M-V with the def2-TZVPD basis set

Geometry as XYZ:
```
104
Properties=species:S:1:pos:R:3:mulliken_charge:R:1
O -4.937 -0.080 8.073 -0.551
C -4.517 -0.489 7.015 -0.091
C -5.110 -1.682 6.344 -0.714
C -4.301 -2.461 5.635 0.188
Cl -4.837 -3.854 4.795 -0.168
C -2.842 -2.119 5.550 0.116
O -1.977 -2.944 5.417 -0.461
C -2.552 -0.649 5.642 0.481
O -1.433 -0.263 4.978 -0.418
C -3.362 0.165 6.329 0.734
C -3.154 1.649 6.451 -1.026
C -3.242 2.362 5.068 -0.666
C -1.885 2.880 4.541 -1.053
C -1.452 2.348 3.192 0.559
C -2.352 2.006 2.186 -0.183
C -1.912 1.502 0.970 -0.881
C -0.556 1.313 0.740 -0.359
C 0.347 1.652 1.736 -0.837
C -0.094 2.166 2.946 -0.578
H -6.170 -1.861 6.452 0.476
H -0.897 0.311 5.539 0.358
H -3.973 2.019 7.067 0.294
H -2.212 1.887 6.948 0.494
H -3.961 3.176 5.138 0.401
H -3.658 1.639 4.369 0.524
H -1.941 3.968 4.458 0.537
H -1.111 2.655 5.275 0.430
H -3.415 2.134 2.351 0.418
H -2.645 1.238 0.219 0.414
H -0.238 0.903 -0.210 0.578
H 1.405 1.510 1.552 0.469
H 0.655 2.390 3.698 0.496
C 4.699 2.044 4.776 -0.690
O 3.820 3.081 4.327 -0.197
C 4.170 4.306 4.717 0.715
O 5.129 4.586 5.387 -0.550
O 3.273 5.166 4.236 -0.261
C 3.527 6.531 4.578 -0.658
H 4.291 1.115 4.388 0.217
H 5.702 2.197 4.383 0.310
H 4.725 2.006 5.863 0.313
H 4.485 6.855 4.177 0.298
H 3.511 6.666 5.658 0.298
H 2.727 7.108 4.125 0.209
C 0.798 -2.924 5.108 -0.632
O 2.223 -2.711 5.126 -0.197
C 2.925 -3.701 5.662 0.686
O 2.484 -4.724 6.116 -0.544
O 4.220 -3.370 5.614 -0.299
C 5.094 -4.357 6.165 -0.655
H 0.371 -2.042 4.646 0.205
H 0.551 -3.803 4.518 0.329
H 0.415 -3.033 6.117 0.315
H 5.011 -5.294 5.616 0.295
H 4.873 -4.524 7.217 0.300
H 6.100 -3.961 6.061 0.209
C 3.084 -1.925 -0.505 -0.644
O 2.978 -2.134 -1.916 -0.339
C 2.313 -1.174 -2.562 0.833
O 1.830 -0.195 -2.054 -0.534
O 2.280 -1.483 -3.853 -0.348
C 1.588 -0.529 -4.668 -0.584
H 3.642 -2.773 -0.117 0.223
H 3.622 -1.003 -0.293 0.289
H 2.098 -1.894 -0.046 0.300
H 2.075 0.443 -4.612 0.255
H 0.544 -0.446 -4.371 0.315
H 1.638 -0.895 -5.688 0.242
C 4.926 3.072 -8.264 -0.641
O 4.716 1.893 -7.483 -0.307
C 5.400 1.867 -6.338 0.787
O 6.142 2.726 -5.942 -0.543
O 5.118 0.726 -5.712 -0.291
C 5.781 0.560 -4.456 -0.675
H 4.315 2.956 -9.154 0.216
H 4.612 3.958 -7.715 0.298
H 5.973 3.163 -8.547 0.297
H 5.492 1.347 -3.762 0.318
H 6.861 0.556 -4.589 0.358
H 5.455 -0.404 -4.072 0.179
C -4.398 -0.563 -5.230 -0.579
O -4.203 0.845 -5.407 -0.346
C -2.935 1.206 -5.578 0.832
O -1.985 0.467 -5.591 -0.534
O -2.893 2.529 -5.731 -0.331
C -1.578 3.056 -5.920 -0.593
H -5.466 -0.710 -5.103 0.211
H -4.060 -1.116 -6.104 0.286
H -3.874 -0.913 -4.342 0.288
H -1.124 2.643 -6.819 0.285
H -0.951 2.842 -5.055 0.276
H -1.696 4.130 -6.029 0.206
C -5.830 -3.414 -9.536 -0.609
O -6.035 -4.597 -8.759 -0.319
C -5.348 -4.630 -7.619 0.838
O -4.602 -3.773 -7.221 -0.547
O -5.624 -5.774 -6.997 -0.325
C -4.946 -5.944 -5.750 -0.617
H -6.445 -3.526 -10.423 0.213
H -6.143 -2.531 -8.981 0.282
H -4.785 -3.320 -9.823 0.291
H -5.225 -5.158 -5.051 0.283
H -3.868 -5.945 -5.896 0.293
H -5.264 -6.907 -5.363 0.216
```

Its largest force on an atom is 0.65 eV Å⁻¹. The structure (SMILES) is O=C1C=C(Cl)C(=O)C(O)=C1CCCc1ccccc1.COC(=O)OC.COC(=O)OC.COC(=O)OC.COC(=O)OC.COC(=O)OC.COC(=O)OC. The calculation puts the HOMO energy at -9.0 eV. The LUMO energy is -1.266 eV.


(3)
Molecular formula: C23H26IrN6O4PS
Method: DFT, ωB97M-V with the def2-TZVPD basis set

Geometry as XYZ:
```
62
Properties=species:S:1:pos:R:3:mulliken_charge:R:1
Ir 0.149 -0.229 -0.584 1.015
O 1.033 -1.172 -2.608 -0.542
S 0.542 -2.425 -2.049 1.068
O 0.688 -3.583 -2.864 -0.678
O 1.473 -2.635 -0.731 -0.731
O -0.815 -2.228 -1.481 -0.584
N -1.072 0.880 -2.311 -0.505
C -1.592 2.091 -1.819 0.016
C -1.826 3.195 -2.597 -0.372
C -2.315 4.377 -2.019 -0.973
C -2.577 4.443 -0.678 -0.867
C -2.322 3.332 0.155 1.135
C -2.547 3.343 1.547 -0.807
C -2.205 2.240 2.284 -1.101
C -1.627 1.140 1.646 0.184
N -1.413 1.080 0.344 -0.111
C -1.789 2.154 -0.419 0.151
H -1.719 0.098 -2.265 0.386
H -0.665 0.935 -3.236 0.240
H -1.629 3.156 -3.661 0.453
H -2.484 5.244 -2.644 0.433
H -2.961 5.351 -0.231 0.408
H -2.986 4.218 2.008 0.447
H -2.369 2.206 3.351 0.471
H -1.338 0.264 2.210 0.113
C 1.889 0.859 0.011 -1.318
C 1.837 1.835 -1.072 0.387
C 2.286 1.524 -2.371 -0.354
C 2.130 2.411 -3.412 -0.837
C 1.578 3.679 -3.184 0.500
C 1.226 4.044 -1.883 -0.752
C 1.343 3.137 -0.855 -0.365
C 1.385 4.586 -4.263 0.010
N 1.212 5.313 -5.140 -0.557
H 1.876 1.299 1.005 0.464
H 2.663 0.101 -0.104 0.703
H 2.719 0.552 -2.556 0.403
H 2.444 2.147 -4.413 0.486
H 0.854 5.043 -1.697 0.526
H 1.049 3.418 0.150 0.370
C -1.022 -4.295 2.726 -0.876
N -0.152 -4.844 1.722 0.136
C 1.211 -4.970 2.220 -0.785
N 1.723 -3.726 2.788 0.102
C 0.812 -3.194 3.766 -0.885
N -0.497 -3.010 3.168 0.238
C -0.532 -1.980 2.170 -1.918
P 0.515 -2.353 0.693 3.214
C -0.293 -4.044 0.543 -1.515
C 1.968 -2.694 1.818 -1.452
H -1.087 -4.966 3.586 0.272
H -2.014 -4.157 2.294 0.405
H 1.864 -5.282 1.403 0.401
H 1.222 -5.731 3.005 0.262
H 1.194 -2.231 4.112 0.389
H 0.726 -3.873 4.617 0.255
H -0.091 -1.047 2.523 0.554
H -1.515 -1.860 1.717 0.576
H 0.159 -4.535 -0.324 0.486
H -1.354 -3.904 0.334 0.361
H 2.206 -1.775 2.360 0.353
H 2.830 -2.952 1.195 0.511
```

Its largest force on an atom is 2.47 eV Å⁻¹. The calculation puts the HOMO energy at -7.2 eV. The LUMO energy is -1.225 eV. As for the energy above the lowest of the compared OMol25 structures with the same formula, charge and spin: 387.9 kJ/mol.


(4)
Molecular formula: C5H10O2S
Method: DFT, ωB97M-V with the def2-TZVPD basis set

Geometry as XYZ:
```
18
Properties=species:S:1:pos:R:3:mulliken_charge:R:1
O 1.132 0.720 -3.163 -0.552
C 0.198 0.170 -2.630 0.336
O -1.070 0.436 -3.050 -0.452
C 0.294 -0.648 -1.380 -0.578
C -0.452 0.101 -0.186 -0.662
C -0.308 -0.818 1.044 -0.623
S 0.272 0.356 2.350 -0.063
C 0.025 -0.436 3.962 -0.856
H -0.995 1.054 -3.791 0.334
H -0.167 -1.618 -1.505 0.375
H 1.304 -0.787 -1.018 0.427
H -1.479 0.342 -0.422 0.362
H 0.173 0.986 -0.097 0.313
H -1.234 -1.223 1.447 0.358
H 0.286 -1.706 0.825 0.412
H -0.931 -0.917 4.165 0.296
H 0.842 -1.145 4.076 0.267
H 0.094 0.376 4.685 0.305
```

Its largest force on an atom is 2.32 eV Å⁻¹. The structure (SMILES) is CSCCCC(=O)O. The calculation puts the HOMO energy at -8.7 eV. The LUMO energy is 0.819 eV. As for the energy above the lowest of the compared OMol25 structures with the same formula, charge and spin: 32.4 kJ/mol.


Results for Kohn-Sham gap: 9.96 7.72 5.97 9.49 (in eV, following the order of the records).